No. 1
Computed, not measured: a molecular structure, C20H19N5O3SV in a non-equilibrium geometry, with ωB97M-V with the def2-TZVPD basis set.

## Properties
Lowest unoccupied orbital energy (alpha / beta) ... 0.06 / -0.33 eV
Total charge ... 0
Frontier orbital gap (alpha / beta) ... 5.74 / 7.16 eV
<S²> ... 3.783
Energy relative to the best compared isomer or geometry (same formula, charge and spin) ... 1.0173 eV
2S+1 ... 4

Geometry as XYZ:
```
49
Properties=species:S:1:pos:R:3:mulliken_charge:R:1
V 1.099 -0.002 0.455 0.3234
N 3.534 0.065 4.153 -0.4242
C 2.972 0.050 2.913 0.6387
S 1.242 0.024 2.807 -0.5277
N 3.775 0.064 1.896 -1.2720
N 3.164 0.092 0.663 0.4909
C 4.016 0.165 -0.318 -0.3276
C 3.697 0.251 -1.710 0.5355
C 4.719 0.410 -2.660 -0.7073
C 4.432 0.525 -3.999 -0.7019
C 3.100 0.477 -4.426 -0.4294
C 2.077 0.315 -3.520 -0.6610
C 2.350 0.203 -2.147 0.4757
O 1.401 0.058 -1.265 -0.4937
H 2.944 -0.139 4.937 0.2253
H 4.517 -0.138 4.216 0.2426
H 5.066 0.180 -0.035 0.3122
H 5.745 0.448 -2.313 0.3715
H 5.232 0.652 -4.716 0.3856
H 2.875 0.565 -5.481 0.3843
H 1.043 0.271 -3.840 0.4166
O -4.756 -3.456 1.083 -0.5204
C -3.661 -4.018 0.378 -0.5927
C -2.492 -3.076 0.452 0.6280
C -1.167 -3.550 0.466 -1.1001
C -0.135 -2.652 0.513 -0.2718
N -0.319 -1.318 0.543 0.2579
C -1.602 -0.850 0.552 0.5952
C -2.696 -1.715 0.500 -0.8531
C -1.674 0.584 0.603 0.6208
C -2.836 1.352 0.698 -0.8315
C -2.751 2.728 0.716 0.6648
C -4.001 3.568 0.745 -0.8329
O -4.822 3.343 -0.396 -0.5104
C -1.474 3.317 0.644 -1.0107
C -0.367 2.513 0.577 -0.2088
N -0.441 1.169 0.554 0.2860
H -5.539 -3.988 0.925 0.3052
H -3.927 -4.176 -0.675 0.2712
H -3.375 -4.987 0.799 0.3215
H -0.968 -4.613 0.444 0.3890
H 0.895 -2.988 0.544 0.4575
H -3.700 -1.316 0.508 0.4897
H -3.802 0.871 0.767 0.4314
H -3.734 4.626 0.831 0.3089
H -4.625 3.308 1.601 0.3167
H -4.287 3.462 -1.187 0.3317
H -1.371 4.393 0.663 0.3447
H 0.631 2.934 0.542 0.4549
```



No. 2
Computed, not measured: a molecular structure, C20H19NO3PPdSe, with ωB97M-V with the def2-TZVPD basis set.

## Properties
Lowest unoccupied orbital energy (alpha / beta) ... -4.99 / -4.99 eV
Total charge ... +1
Frontier orbital gap (alpha / beta) ... 6.92 / 6.92 eV
Energy relative to the best compared isomer or geometry (same formula, charge and spin) ... 0.5234 eV

Geometry as XYZ:
```
46
Properties=species:S:1:pos:R:3:nbo_charge:R:1
Pd -1.032 -0.389 1.618 0.7768
O -2.012 -1.043 -0.373 -0.7252
C -1.396 -2.293 -0.101 0.7817
O -1.874 -3.053 0.680 -0.5149
C -0.037 -2.298 -0.725 -0.8096
P 0.999 -1.109 0.292 0.8737
C 0.791 0.498 -0.552 -0.2961
C 0.961 1.624 0.260 -0.2339
C 0.766 2.900 -0.250 -0.2058
C 0.379 3.062 -1.572 -0.1814
C 0.209 1.951 -2.387 -0.1869
C 0.422 0.677 -1.885 -0.2366
C 2.689 -1.673 0.020 -0.2966
C 3.156 -2.743 0.782 -0.2160
C 4.436 -3.228 0.571 -0.1946
C 5.251 -2.635 -0.385 -0.1675
C 4.790 -1.559 -1.129 -0.1951
C 3.508 -1.070 -0.930 -0.2171
H -0.043 -2.032 -1.780 0.2709
H 0.382 -3.296 -0.600 0.2840
H 1.254 1.502 1.299 0.2333
H 0.912 3.762 0.387 0.2329
H 0.214 4.054 -1.970 0.2330
H -0.086 2.075 -3.420 0.2306
H 0.296 -0.168 -2.549 0.2140
H 2.525 -3.192 1.540 0.2233
H 4.801 -4.059 1.159 0.2326
H 6.253 -3.009 -0.544 0.2318
H 5.431 -1.095 -1.866 0.2316
H 3.155 -0.224 -1.505 0.2271
Se -3.446 -0.652 0.749 0.7820
C -3.715 1.085 -0.019 -0.2294
C -4.555 1.200 -1.115 -0.2447
C -4.696 2.465 -1.672 0.0519
N -4.086 3.547 -1.200 -0.3625
C -3.303 3.411 -0.135 0.0493
C -3.076 2.198 0.501 -0.2485
H -5.078 0.351 -1.532 0.2422
H -5.329 2.610 -2.538 0.2151
H -2.833 4.315 0.235 0.2121
H -2.426 2.143 1.367 0.2389
C -0.934 -0.971 4.275 -0.2923
O -0.728 0.102 3.392 -0.5859
H -0.458 -0.689 5.219 0.2190
H -0.444 -1.889 3.927 0.1813
H -1.996 -1.163 4.459 0.1715
```



No. 3
Computed, not measured: a molecular structure, C20H20AuBrN4S2Te, with ωB97M-V with the def2-TZVPD basis set.

## Properties
Lowest unoccupied orbital energy ... -0.28 eV
Total charge ... 0
Frontier orbital gap ... 6.28 eV
Energy relative to the best compared isomer or geometry (same formula, charge and spin) ... 0.0000 eV

Geometry as XYZ:
```
49
Properties=species:S:1:pos:R:3:nbo_charge:R:1
Au 1.734 0.704 0.219 0.2828
Br -0.611 -6.936 0.990 0.0532
C -0.839 -5.115 0.523 -0.0929
C -1.894 -4.751 -0.296 -0.2297
C -2.058 -3.417 -0.636 -0.2543
C -1.172 -2.458 -0.154 0.1972
C -0.131 -2.836 0.689 -0.2219
C 0.046 -4.169 1.017 -0.2148
N -1.308 -1.087 -0.455 -0.4316
C -1.509 -0.731 -1.652 0.1174
C -1.641 0.700 -2.010 0.1249
C -1.991 1.059 -3.304 -0.2170
C -2.041 2.406 -3.628 -0.1595
C -1.721 3.332 -2.653 -0.2418
C -1.376 2.871 -1.388 0.0547
N -1.348 1.588 -1.057 -0.4240
H -2.583 -5.500 -0.660 0.2285
H -2.891 -3.117 -1.259 0.2169
H 0.548 -2.079 1.060 0.2393
H 0.865 -4.471 1.655 0.2307
H -1.556 -1.451 -2.475 0.1739
H -2.198 0.294 -4.040 0.2235
H -2.309 2.723 -4.627 0.2227
H -1.722 4.392 -2.862 0.2246
H -1.090 3.570 -0.608 0.1960
Te 1.954 0.247 -2.300 -0.1361
C 4.047 0.085 -2.400 -0.4770
C 4.846 0.336 -3.478 -0.3119
C 6.226 0.098 -3.220 -0.2548
C 6.453 -0.327 -1.948 -0.4420
S 4.987 -0.448 -1.067 0.4458
H 4.461 0.690 -4.424 0.2202
H 7.010 0.246 -3.949 0.2181
H 7.396 -0.567 -1.483 0.2320
C -0.025 2.384 4.981 -0.4081
N -0.710 1.769 3.871 -0.3997
C -2.167 1.755 3.789 -0.2156
C -2.430 1.103 2.419 -0.2241
N -1.092 0.721 1.986 -0.6014
C -0.150 1.202 2.795 0.3532
S 1.533 1.059 2.565 -0.2468
H -0.360 3.417 5.097 0.2011
H 1.044 2.374 4.787 0.2452
H -0.227 1.841 5.906 0.2015
H -2.552 2.775 3.854 0.2014
H -2.592 1.179 4.614 0.2010
H -2.881 1.792 1.704 0.2072
H -3.068 0.224 2.505 0.2110
H -0.908 0.522 1.006 0.4813
```



No. 4
Computed, not measured: a molecular structure, C20H20Br6F6O18 in a non-equilibrium geometry, with ωB97M-V with the def2-TZVPD basis set.

## Properties
Lowest unoccupied orbital energy (alpha / beta) ... 1.51 / 1.51 eV
Total charge ... -1
Frontier orbital gap (alpha / beta) ... 3.97 / 8.16 eV
<S²> ... 0.755
2S+1 ... 2

Geometry as XYZ:
```
70
Properties=species:S:1:pos:R:3:nbo_charge:R:1
C 2.892 -0.687 -5.459 -0.1362
C 2.434 0.042 -4.225 0.4384
O 1.971 1.250 -4.854 -0.4988
C 1.650 1.032 -6.178 0.9749
O 0.973 1.768 -6.888 -0.5807
O 2.098 -0.168 -6.549 -0.4777
F 3.443 0.335 -3.394 -0.3213
H 2.804 -1.769 -5.361 0.2070
H 3.953 -0.464 -5.568 0.1930
H 1.686 -0.510 -3.655 0.1893
C 2.291 3.873 4.398 -0.1303
C 2.441 3.023 3.088 0.4366
O 2.897 3.993 2.181 -0.4894
C 2.635 5.235 2.593 0.9778
O 2.965 6.228 1.893 -0.5933
O 2.107 5.167 3.798 -0.4849
F 1.247 2.506 2.694 -0.3301
H 3.217 3.735 4.956 0.1943
H 1.447 3.443 4.938 0.2298
H 3.167 2.227 3.252 0.1812
C -3.922 2.312 2.248 -0.1439
C -3.876 3.058 0.967 0.4519
O -4.221 1.921 0.118 -0.4905
C -5.074 1.170 0.716 0.9740
O -5.817 0.389 0.124 -0.5930
O -4.988 1.394 2.028 -0.4798
F -2.608 3.433 0.591 -0.3184
H -3.971 2.855 3.192 0.2208
H -3.001 1.739 2.138 0.2138
H -4.590 3.865 0.807 0.1618
C -3.128 0.226 -2.792 -0.1323
C -2.942 0.316 -4.350 0.4514
O -3.265 -1.012 -4.723 -0.4971
C -3.296 -1.875 -3.799 0.9875
O -3.258 -3.067 -3.998 -0.5929
O -3.198 -1.164 -2.602 -0.5078
F -1.703 0.646 -4.630 -0.3154
H -4.113 0.645 -2.583 0.1887
H -2.342 0.722 -2.222 0.2502
H -3.585 1.041 -4.848 0.1545
C 4.185 -1.799 1.963 -0.1293
C 3.984 -0.261 1.950 0.4443
O 3.312 -0.007 3.189 -0.5098
C 3.609 -0.983 4.037 0.9734
O 3.462 -0.939 5.212 -0.5823
O 3.894 -2.038 3.349 -0.4821
F 3.127 0.172 1.004 -0.3153
H 5.237 -2.004 1.763 0.1949
H 3.500 -2.263 1.253 0.2457
H 4.852 0.390 1.842 0.1566
C -1.544 -4.037 -0.414 -0.1404
C -0.794 -3.811 -1.728 0.4391
O -0.758 -5.151 -2.264 -0.4987
C -0.935 -6.033 -1.274 0.9735
O -0.945 -7.224 -1.396 -0.5898
O -1.127 -5.377 -0.093 -0.5015
F 0.382 -3.333 -1.480 -0.3185
H -2.620 -3.982 -0.582 0.1983
H -1.194 -3.364 0.369 0.2401
H -1.275 -3.111 -2.411 0.1815
C -0.409 -0.044 0.459 -0.4929
Br 0.328 0.261 -1.466 -0.2999
Br 0.753 -1.213 1.588 -0.1948
Br -2.198 -0.847 0.365 -0.0929
H -0.427 0.867 1.058 0.1700
C -0.218 -0.628 5.065 -0.4264
Br -1.462 0.271 3.818 0.0605
Br -1.202 -1.993 6.225 0.0301
Br 0.620 0.741 6.195 0.0662
H 0.444 -1.136 4.364 0.2374
```